(1)
{"formula": "C3H9NOSi2", "method": "ωB97M-V/def2-TZVPD", "smiles": "O=C1[C@H]([SiH3])CN1[SiH3]", "spin_multiplicity": 1, "elements": ["C", "C", "C", "N", "O", "Si", "Si", "H", "H", "H", "H", "H", "H", "H", "H", "H"], "xyz": [[0.480, -1.022, 0.661], [0.167, 0.905, -0.173], [-0.564, 0.011, 1.197], [1.027, -0.256, -0.288], [0.768, -2.200, 0.841], [-2.416, -0.160, 1.051], [2.333, -0.709, -1.407], [-0.401, 0.803, -1.106], [0.442, 1.936, 0.084], [-0.098, 0.386, 2.183], [-2.842, 1.056, 0.086], [-2.922, 0.299, 2.367], [-3.120, -1.308, 0.515], [2.426, 0.537, -2.361], [1.740, -1.953, -1.950], [3.772, -0.697, -0.885]], "atomic_forces_ev_per_a": [[-0.355, -2.015, 0.054], [-2.209, -1.555, 1.399], [2.987, 0.761, -1.559], [2.439, 1.181, 0.011], [-0.649, 1.166, 0.629], [-0.678, 2.861, -0.386], [0.116, 1.469, -0.342], [-0.758, 1.055, 0.586], [0.634, -0.579, -0.159], [-1.192, -0.268, -1.470], [0.443, -1.364, 0.921], [-0.226, -0.402, -0.019], [0.213, -0.653, -0.008], [-0.403, -1.257, 0.589], [0.665, 0.068, -0.241], [-1.027, -0.468, -0.005]], "lowdin_charge": [-0.591, -0.126, -0.278, -0.253, 0.023, 0.644, 0.671, 0.091, 0.102, 0.125, -0.043, -0.086, -0.093, -0.057, -0.056, -0.074]}



(2)
{"formula": "C13H21IN2O3", "method": "ωB97M-V/def2-TZVPD", "charge": -2, "spin_multiplicity": 1, "elements": ["C", "C", "C", "C", "C", "C", "C", "O", "C", "I", "C", "N", "C", "C", "N", "H", "H", "H", "H", "H", "H", "H", "H", "H", "H", "H", "H", "H", "H", "H", "H", "H", "O", "C", "C", "O", "H", "H", "H", "H"], "xyz": [[1.779, -0.963, 1.523], [1.442, -1.887, 0.350], [2.571, -1.869, -0.691], [0.074, -1.561, -0.292], [-0.348, -0.081, -0.256], [0.699, 0.892, -0.812], [-1.667, 0.142, -1.038], [-2.319, -1.084, -1.449], [-3.547, -1.330, -0.910], [-5.084, 0.061, -1.815], [-3.950, -2.663, -1.371], [-4.275, -3.701, -1.730], [-3.529, -1.318, 0.649], [-4.427, -0.386, 1.331], [-5.136, 0.338, 1.866], [2.356, -0.103, 1.163], [2.377, -1.481, 2.280], [0.889, -0.596, 2.038], [1.379, -2.917, 0.726], [3.423, -2.461, -0.345], [2.237, -2.307, -1.639], [2.901, -0.847, -0.882], [0.068, -1.922, -1.326], [-0.684, -2.157, 0.234], [-0.537, 0.201, 0.785], [0.266, 1.893, -0.905], [1.567, 1.029, -0.152], [1.038, 0.569, -1.804], [-1.459, 0.691, -1.958], [-2.368, 0.754, -0.462], [-2.513, -1.084, 0.973], [-3.772, -2.318, 1.013], [2.047, 5.211, -0.021], [2.010, 4.111, 0.752], [3.132, 3.014, 0.474], [3.076, 1.898, 1.243], [1.052, 3.516, 0.674], [2.114, 4.308, 1.855], [4.090, 3.588, 0.562], [3.030, 2.821, -0.630]], "atomic_forces_ev_per_a": [[0.233, -0.285, 0.105], [-0.015, -0.004, -0.074], [-0.100, -0.069, -0.023], [0.093, 0.112, 0.167], [-0.020, -0.095, -0.262], [0.003, 0.106, 0.075], [0.244, 0.307, 0.032], [-0.359, -0.002, 0.027], [0.499, -0.211, 0.017], [-0.012, -0.042, 0.055], [0.003, 0.469, -0.075], [-0.126, -0.413, -0.048], [-0.250, 0.260, 0.340], [0.085, -0.094, -0.351], [-0.109, 0.059, 0.215], [-0.045, 0.320, 0.468], [0.081, -0.009, -0.122], [0.054, 0.002, -0.018], [-0.150, -0.011, -0.120], [0.070, 0.164, 0.047], [0.023, -0.016, 0.043], [0.059, -0.050, 0.024], [-0.022, 0.034, 0.018], [-0.036, 0.040, -0.046], [0.055, -0.012, -0.023], [0.049, -0.034, -0.040], [-0.066, 0.044, 0.015], [-0.089, -0.024, -0.011], [-0.023, -0.149, -0.053], [-0.002, -0.029, -0.038], [0.017, -0.081, -0.096], [0.080, -0.005, -0.034], [-0.036, 0.055, -0.046], [0.141, -0.160, 0.021], [-0.151, 0.311, -0.094], [-0.141, -0.443, -0.131], [-0.047, 0.008, -0.001], [0.013, 0.031, 0.018], [-0.002, -0.041, 0.038], [0.001, -0.046, -0.018]], "lowdin_charge": [-0.083, -0.410, -0.084, -0.152, -0.329, -0.058, -0.154, -0.176, -0.799, 0.765, -0.271, 0.165, -0.139, -0.289, 0.147, 0.034, 0.071, 0.071, 0.111, 0.068, 0.064, 0.077, 0.110, 0.100, 0.123, 0.084, 0.046, 0.090, 0.126, 0.108, 0.115, 0.127, -0.412, -0.568, -0.528, -0.393, 0.052, 0.062, 0.066, 0.062]}



(3)
{"formula": "C5H12N2O", "method": "ωB97M-V/def2-TZVPD", "smiles": "CCCCNC(N)=O", "spin_multiplicity": 1, "elements": ["C", "N", "C", "N", "O", "C", "C", "C", "H", "H", "H", "H", "H", "H", "H", "H", "H", "H", "H", "H"], "xyz": [[0.918, -0.110, 0.584], [-0.524, -0.023, 0.390], [-1.321, 0.990, 0.816], [-0.744, 1.840, 1.741], [-2.456, 1.162, 0.407], [1.508, -1.390, 0.030], [1.038, -1.794, -1.372], [1.041, -0.669, -2.395], [1.461, 0.781, 0.245], [1.097, -0.043, 1.666], [-0.884, -0.530, -0.400], [-0.137, 1.450, 2.449], [-1.367, 2.539, 2.113], [2.580, -1.154, -0.093], [1.515, -2.241, 0.704], [1.644, -2.625, -1.715], [0.021, -2.189, -1.286], [0.617, -0.959, -3.355], [0.465, 0.185, -2.044], [2.062, -0.322, -2.594]], "atomic_forces_ev_per_a": [[-0.430, 0.458, 1.226], [0.592, -0.519, -0.340], [-0.402, 0.369, 0.232], [0.330, 0.161, 0.421], [0.017, -0.013, -0.199], [1.595, 0.440, -0.898], [-0.755, -0.049, 0.302], [0.433, 0.251, -0.040], [-0.284, -0.087, -0.637], [0.103, -0.449, -0.048], [-0.253, 0.084, 0.078], [0.035, -0.004, -0.256], [-0.190, -0.152, -0.140], [-0.162, -0.114, 0.169], [-0.544, -0.029, 0.207], [0.130, -0.148, -0.062], [-0.064, -0.123, -0.112], [-0.042, -0.213, 0.019], [0.003, 0.121, -0.005], [-0.114, 0.015, 0.083]], "lowdin_charge": [-0.219, 0.064, -0.631, 0.148, 0.036, -0.197, -0.269, -0.107, 0.121, 0.107, 0.119, 0.084, 0.100, 0.115, 0.108, 0.103, 0.100, 0.073, 0.065, 0.080]}



(4)
{"formula": "C5H29N2O9", "method": "ωB97M-V/def2-TZVPD", "charge": 1, "spin_multiplicity": 1, "elements": ["N", "C", "C", "C", "N", "C", "C", "O", "H", "H", "H", "H", "H", "H", "H", "H", "H", "H", "H", "H", "H", "H", "H", "O", "H", "H", "O", "H", "H", "O", "H", "H", "O", "H", "H", "O", "H", "H", "O", "H", "H", "O", "H", "H", "O"], "xyz": [[-0.340, -1.602, 0.917], [0.597, -0.987, -0.096], [2.044, -1.370, 0.201], [0.355, 0.527, 0.061], [0.623, 1.280, -1.009], [0.434, 2.716, -0.840], [1.101, 0.801, -2.296], [-0.138, 1.011, 1.084], [-1.293, -1.265, 0.733], [0.036, -1.446, 1.869], [-0.412, -2.611, 0.808], [0.243, -1.296, -1.075], [2.247, -2.429, 0.045], [2.231, -1.064, 1.228], [2.650, -0.854, -0.540], [-0.616, 2.863, -0.566], [0.364, 3.234, -1.802], [1.167, 3.197, -0.205], [1.827, -0.001, -2.205], [1.669, 1.599, -2.771], [0.297, 0.490, -2.956], [-3.409, 0.008, -0.546], [-3.629, -0.256, 0.962], [-3.166, -0.575, 0.177], [-2.097, -0.670, -2.957], [-2.531, 0.725, -2.921], [-2.289, 0.021, -2.304], [-2.275, -3.353, -1.486], [-2.286, -1.780, -0.927], [-1.848, -2.629, -1.039], [1.195, -0.463, 3.930], [1.758, -1.743, 3.434], [0.895, -1.335, 3.596], [3.712, 1.885, 1.218], [2.727, 2.292, 2.346], [2.816, 2.186, 1.390], [-3.769, 2.361, 1.548], [-2.444, 1.614, 1.649], [-3.378, 1.551, 1.882], [0.796, -2.358, -4.218], [0.778, -2.813, -2.745], [0.875, -2.043, -3.313], [0.867, 1.225, 2.514], [0.494, 2.004, 3.775], [1.123, 1.356, 3.450]], "atomic_forces_ev_per_a": [[0.640, -0.489, -0.323], [-0.628, 0.153, 0.605], [-0.657, 0.086, -0.481], [-0.100, 0.234, -1.108], [0.513, 0.352, 0.225], [-1.630, 0.391, -1.068], [0.723, 0.126, -0.052], [0.044, -0.530, 0.144], [-0.065, 0.388, 0.625], [-0.450, 0.562, 0.346], [0.101, -0.118, -0.380], [0.079, -0.104, -0.047], [-0.209, -0.080, 0.238], [0.568, 0.039, -0.121], [0.332, 0.200, 0.423], [0.347, 0.116, 0.996], [0.850, -0.427, -0.200], [-0.081, -0.138, 0.311], [-0.263, -0.215, 0.062], [-0.207, 0.142, 0.021], [-0.102, -0.052, 0.068], [0.067, 0.141, -0.057], [0.026, 0.262, 0.041], [0.170, -0.473, 0.125], [0.115, -0.310, 0.492], [-0.106, 0.365, 0.399], [0.058, 0.052, -1.143], [-0.908, 0.379, -0.187], [-1.238, -0.450, -0.337], [1.987, -0.403, 0.334], [-0.782, 0.171, -0.204], [-0.229, -0.426, 0.157], [0.886, -0.009, -0.254], [0.085, 0.123, 0.151], [0.040, -0.130, 0.011], [-0.027, -0.078, -0.302], [-0.148, 0.159, 0.065], [0.115, -0.045, 0.032], [0.105, -0.018, 0.029], [0.055, -0.153, -0.001], [-0.059, -0.185, -0.194], [-0.063, 0.137, 0.120], [-0.151, 0.058, 0.275], [-0.089, 0.052, 0.199], [0.286, 0.143, -0.036]], "lowdin_charge": [0.212, -0.234, 0.008, -0.416, -0.098, -0.018, -0.033, 0.022, 0.111, 0.114, 0.157, 0.107, 0.097, 0.081, 0.087, 0.094, 0.096, 0.087, 0.067, 0.103, 0.077, 0.039, 0.051, -0.064, 0.063, 0.073, -0.044, 0.063, -0.013, -0.043, 0.034, 0.055, -0.063, 0.049, 0.032, -0.048, 0.055, 0.023, -0.042, 0.057, 0.042, -0.044, 0.004, 0.071, -0.070]}



(5)
{"formula": "C5H5N", "method": "ωB97M-V/def2-TZVPD", "spin_multiplicity": 1, "elements": ["C", "C", "C", "C", "C", "N", "H", "H", "H", "H", "H"], "xyz": [[-2.045, 0.765, 0.930], [-2.496, 0.178, -0.137], [1.582, 0.680, -0.789], [1.121, -0.638, 0.724], [1.163, -0.631, -0.800], [2.190, 0.144, 0.267], [-3.516, 0.181, -0.526], [-1.686, -0.377, -0.642], [2.045, 1.506, -1.294], [0.248, -0.227, 1.021], [1.393, -1.581, 1.245]], "atomic_forces_ev_per_a": [[-0.281, -0.346, -0.671], [0.229, 0.223, 0.474], [0.675, -0.210, -0.472], [2.273, -3.407, -0.118], [-1.383, -0.168, -2.151], [1.545, 1.272, 2.513], [0.338, -0.020, 0.087], [-0.294, 0.122, 0.032], [-0.540, 0.137, -0.710], [-2.355, 1.685, 1.336], [-0.206, 0.711, -0.320]], "lowdin_charge": [0.091, -0.154, -0.102, -0.211, 0.006, 0.025, 0.057, 0.050, 0.110, 0.009, 0.120]}



(6)
{"formula": "C38H28IrN7O", "method": "ωB97M-V/def2-TZVPD", "charge": 1, "spin_multiplicity": 6, "s2": 8.863, "elements": ["Ir", "C", "C", "N", "N", "C", "O", "C", "C", "C", "C", "C", "C", "C", "C", "C", "C", "C", "N", "H", "H", "H", "H", "H", "H", "H", "H", "H", "H", "H", "H", "N", "C", "C", "C", "C", "C", "C", "C", "C", "C", "C", "C", "C", "N", "C", "C", "C", "C", "N", "H", "H", "H", "H", "H", "H", "H", "H", "H", "H", "C", "C", "C", "C", "C", "C", "C", "C", "N", "H", "H", "H", "H", "H", "H"], "xyz": [[0.276, -0.447, -0.083], [-1.944, -3.844, -1.243], [-1.567, -2.468, -0.874], [-0.204, -2.312, -0.338], [0.443, -3.396, 0.274], [1.554, -2.929, 0.886], [1.605, -1.597, 0.970], [2.415, -3.762, 1.502], [2.567, -5.064, 1.147], [3.345, -5.942, 1.828], [3.932, -5.602, 3.034], [3.668, -4.321, 3.449], [2.944, -3.420, 2.770], [-2.043, -1.339, -1.490], [-3.346, -1.177, -2.153], [-3.658, -0.033, -2.815], [-2.847, 1.185, -2.718], [-1.791, 0.968, -1.942], [-1.395, -0.087, -1.211], [-2.086, -4.709, -0.556], [-1.248, -4.187, -2.032], [-2.936, -3.615, -1.696], [2.041, -5.467, 0.277], [3.456, -6.984, 1.444], [4.348, -6.350, 3.721], [4.003, -4.091, 4.567], [2.740, -2.454, 3.239], [-4.156, -1.965, -2.034], [-4.713, 0.076, -3.100], [-3.203, 2.135, -3.066], [-1.045, 1.811, -1.917], [-4.477, 8.179, 2.601], [-4.090, 7.115, 2.390], [-3.346, 5.914, 2.373], [-3.632, 5.088, 1.329], [-2.754, 4.052, 0.943], [-1.728, 3.751, 1.815], [-1.395, 4.638, 2.850], [-2.124, 5.752, 3.161], [-0.977, 2.434, 1.536], [-1.667, 1.257, 1.829], [-2.853, 1.210, 2.593], [-3.223, -0.081, 2.484], [-2.141, -0.819, 1.922], [-1.134, -0.083, 1.710], [0.262, 2.561, 0.934], [1.085, 3.738, 0.807], [2.320, 3.231, 0.265], [2.171, 1.813, 0.175], [0.960, 1.364, 0.432], [-4.491, 5.290, 0.650], [-3.097, 3.338, 0.261], [-0.599, 4.403, 3.598], [-1.779, 6.452, 3.876], [-3.540, 1.988, 3.062], [-4.043, -0.674, 2.847], [-2.127, -1.838, 1.929], [0.745, 4.804, 0.861], [3.160, 3.808, -0.057], [2.994, 1.303, -0.316], [4.803, -1.356, -1.891], [3.728, -0.989, -2.664], [2.573, -1.843, -2.791], [1.490, -1.460, -3.605], [1.431, -0.129, -4.102], [2.485, 0.737, -3.875], [3.623, 0.248, -3.348], [0.284, 0.495, -4.697], [-0.611, 0.972, -5.198], [5.623, -0.734, -1.771], [4.911, -2.303, -1.480], [2.571, -2.807, -2.400], [0.699, -2.204, -3.666], [2.331, 1.792, -4.015], [4.426, 0.980, -3.195]], "atomic_forces_ev_per_a": [[0.838, 0.338, 1.539], [-1.982, -0.225, -1.028], [3.402, -1.399, 0.252], [-1.230, -2.167, 0.919], [-1.119, 1.885, -1.784], [-5.091, 5.470, -2.579], [1.461, -1.084, 0.144], [2.613, -1.437, 3.924], [-0.644, -1.290, -2.422], [1.033, -2.578, 0.323], [-0.782, -0.613, -0.322], [1.893, -0.053, 5.051], [-0.500, 1.827, -1.023], [-1.949, 2.327, 0.894], [0.168, -1.441, 0.313], [-1.259, 1.851, 0.902], [-2.843, -3.546, -0.568], [4.383, 2.916, 1.437], [-0.047, -2.162, -1.853], [0.426, 1.228, 0.148], [-0.321, 0.134, 0.239], [0.528, -1.129, -0.128], [0.211, 0.408, 0.092], [-0.205, 0.984, 0.330], [0.226, 0.453, -0.587], [-0.701, -0.129, -2.609], [0.020, -0.251, -0.441], [1.423, 0.922, -0.408], [0.605, -0.151, -0.474], [0.409, 0.123, -0.378], [-0.809, -0.711, 0.596], [-0.322, -0.223, -0.436], [-0.008, 1.402, 1.625], [1.967, 0.491, 0.396], [0.060, -0.948, -2.234], [-0.994, 0.771, 2.669], [0.796, -0.873, -0.547], [1.141, -0.832, 1.662], [-2.414, -0.631, -2.520], [-1.523, 0.538, 0.708], [2.918, 1.361, 1.177], [-2.781, 0.632, -0.219], [-0.633, -2.006, 0.620], [-2.034, 0.804, 1.812], [1.356, 3.004, -2.521], [1.329, 0.017, -0.609], [-0.173, -1.857, -1.434], [-2.212, -0.932, 1.228], [2.568, 2.544, -1.727], [-0.793, 1.807, 0.915], [0.593, -0.054, 0.875], [-0.096, -0.790, -1.374], [-0.335, -0.029, -1.134], [-0.122, 0.537, 0.683], [1.556, -0.847, -0.949], [-0.538, 0.549, 0.343], [0.290, -2.767, -0.394], [0.446, -1.367, 0.358], [0.381, 0.043, 0.044], [-0.471, -0.864, 0.229], [-0.515, 0.337, -0.685], [-1.601, -0.706, -0.689], [-0.323, 2.106, -2.124], [0.803, 0.006, 1.293], [-0.951, -0.503, 0.342], [-0.484, -0.140, -0.155], [2.006, 1.254, 1.806], [1.655, -1.947, 0.880], [-2.035, 1.194, -0.959], [1.379, 1.260, 0.116], [-0.194, -1.588, 0.751], [0.063, -1.500, 0.831], [-0.162, 0.489, -0.456], [0.299, 0.196, -0.583], [-0.052, -0.436, -0.110]], "mulliken_spin": [1.604, 0.003, 0.193, 0.377, 0.247, 0.077, 0.148, 0.007, 0.035, -0.007, 0.029, -0.015, 0.016, 0.118, 0.198, -0.033, 0.208, -0.025, 0.308, 0.017, 0.029, -0.001, 0.003, 0.000, 0.001, 0.000, -0.001, 0.006, 0.001, 0.001, 0.002, 0.000, 0.001, -0.002, 0.001, -0.001, -0.003, -0.002, 0.001, -0.015, 0.068, 0.024, 0.032, 0.059, 0.146, 0.007, 0.016, 0.129, -0.103, 0.099, 0.000, -0.004, 0.001, 0.000, -0.003, 0.002, -0.005, 0.001, 0.005, -0.005, 0.550, -0.047, 0.171, -0.091, 0.182, -0.058, 0.194, -0.033, 0.083, 0.013, 0.026, 0.016, 0.009, -0.008, 0.001]}



no.,DFT total energy (eV)
1,-22547.5340
2,-31039.4826
3,-10408.1452
4,-27058.9840
5,-6746.4826
6,-55161.6596